The following is a DFT calculation (wB97M-V/def2-TZVPD) of a structure of composition C31H47N6O4RbSSi2 in a non-equilibrium geometry.

HOMO energy = -0.22 eV
Total charge = -2
HOMO-LUMO gap = 4.0 eV

Structure (XYZ):
```
92
Properties=species:S:1:pos:R:3:forces:R:3
Rb -17.265 8.632 9.487 -0.3 0.6 0.0
C -22.216 9.250 7.545 0.4 0.9 0.6
C -20.941 8.449 7.845 -1.5 -0.4 -2.8
O -20.296 8.674 9.021 -0.9 -0.8 2.2
C -21.039 8.356 10.230 0.9 0.5 0.6
C -21.404 9.640 10.967 0.9 0.5 -0.3
O -20.147 10.366 11.148 -1.0 -1.0 0.0
C -20.330 11.741 11.225 -0.9 1.0 -1.6
C -20.647 12.506 9.914 0.9 0.2 -0.4
O -22.041 12.722 9.732 0.0 -1.1 0.8
C -22.424 12.805 8.400 0.2 1.7 -0.5
C -22.941 11.546 7.741 1.4 -0.5 0.5
O -21.889 10.602 7.721 0.2 1.0 -0.2
H -23.025 9.070 8.278 -0.1 -0.6 -0.4
H -22.515 9.062 6.488 -0.1 -0.2 0.6
H -20.216 8.703 7.064 -0.1 0.0 0.1
H -21.298 7.418 7.621 0.6 -0.1 0.7
H -20.339 7.796 10.888 -0.2 0.3 -0.4
H -21.948 7.725 10.194 0.4 0.2 -0.9
H -21.849 9.317 11.932 0.2 0.5 -0.2
H -22.107 10.309 10.420 0.3 -0.6 0.2
H -19.443 12.232 11.527 1.2 -0.1 0.9
H -21.146 11.969 11.885 -0.4 0.3 0.8
H -20.176 12.027 9.040 -0.5 -0.2 0.4
H -20.167 13.525 9.931 -0.3 -0.7 0.4
H -21.587 13.326 7.858 -0.7 -0.8 -0.2
H -23.251 13.517 8.444 -0.3 0.1 -0.5
H -23.290 11.793 6.746 -0.2 0.0 -0.5
H -23.760 11.149 8.324 -0.6 -0.1 0.3
C -18.028 14.360 8.135 0.2 -0.1 -2.3
C -17.662 12.991 8.680 0.5 0.0 1.0
N -18.015 11.901 8.081 0.4 0.8 0.9
N -18.800 12.120 6.992 0.2 0.2 0.1
C -18.829 11.121 6.152 0.1 -0.8 -1.2
N -19.629 11.360 5.051 -0.8 1.1 -0.2
S -17.999 9.626 6.104 0.3 -0.2 0.2
C -17.002 12.927 10.077 -1.8 2.2 -1.6
C -16.943 14.129 10.816 0.6 -0.4 1.9
C -16.596 14.018 12.193 -0.3 -0.1 -2.3
C -16.211 12.786 12.690 -0.2 1.0 1.7
C -16.285 11.690 11.864 0.9 -1.7 0.2
N -16.729 11.781 10.620 0.5 -1.7 -0.1
H -17.661 15.246 8.700 -0.3 -0.9 -0.6
H -19.143 14.387 8.027 0.9 0.2 0.1
H -17.628 14.385 7.011 -0.8 0.2 2.3
H -19.972 12.330 5.012 0.3 -0.9 -0.2
H -19.519 10.832 4.186 0.1 0.3 0.9
H -17.170 15.122 10.443 0.0 -0.4 -0.1
H -16.614 14.898 12.805 0.1 0.3 0.3
H -15.944 12.794 13.769 0.0 -0.7 -0.9
H -15.896 10.655 12.133 -0.7 1.2 0.0
C -17.616 7.483 13.244 -0.5 1.3 -0.6
Si -17.132 6.049 12.042 0.0 -0.6 -0.1
C -18.195 4.432 12.626 0.2 1.1 1.5
C -15.315 5.669 12.762 -0.2 -0.4 0.4
C -15.101 4.554 13.593 0.4 0.9 -0.7
C -13.870 4.317 14.196 -0.5 0.6 0.2
C -12.832 5.208 14.025 -1.3 0.1 -1.5
C -12.978 6.264 13.131 0.6 1.1 0.8
C -14.192 6.523 12.558 -1.5 1.1 -2.0
Si -14.388 8.151 11.397 -0.1 -0.7 -0.5
C -14.469 7.330 9.511 1.2 0.8 -0.2
C -12.584 8.892 11.358 0.1 0.9 0.0
H -18.303 7.236 14.058 0.0 -0.3 0.2
H -18.145 8.323 12.668 0.7 -0.9 0.7
H -16.685 7.911 13.667 -0.5 -0.1 -0.2
H -18.322 4.390 13.769 0.3 -0.2 -1.4
H -17.612 3.599 12.253 0.1 -0.5 0.1
H -19.197 4.350 12.184 0.2 0.3 0.0
H -15.900 3.874 13.762 -0.6 -0.5 0.2
H -13.808 3.531 14.917 0.3 -0.7 0.3
H -11.915 5.016 14.438 2.2 -0.4 1.3
H -12.218 7.074 12.994 -0.2 -1.2 0.2
H -13.559 6.856 9.097 -0.1 -0.6 0.8
H -14.490 8.103 8.696 -0.9 -0.1 0.7
H -15.313 6.632 9.475 0.1 0.0 -0.3
H -11.769 8.188 11.096 -0.2 0.2 0.2
H -12.378 9.393 12.354 0.0 -0.5 -1.0
H -12.579 9.711 10.577 0.0 -0.7 0.8
N -17.720 4.912 8.755 0.3 0.1 4.2
C -18.827 4.506 8.148 -0.4 0.8 -0.2
C -19.856 3.761 8.743 0.5 -0.2 -0.4
C -20.865 3.316 7.918 0.2 0.1 1.3
N -20.895 3.519 6.621 -1.8 -1.4 -0.3
C -19.963 4.267 6.112 0.4 1.8 -0.9
C -19.012 4.927 6.836 0.5 -0.2 -0.7
H -17.745 5.161 9.853 0.5 -0.3 -2.2
H -17.064 5.454 8.244 0.4 0.4 -0.3
H -19.773 3.462 9.769 -0.1 0.0 0.4
H -21.691 2.800 8.383 -0.3 -0.3 -0.1
H -20.084 4.493 5.072 0.1 0.0 -0.7
H -18.345 5.704 6.430 -0.4 -0.6 -0.1
```
Positions in Å, forces in eV/Å.